Density functional theory data (the ωB97M-V functional and the def2-TZVPD basis) for the molecule C3H6N2O.

Cartesian coordinates (Å):
1 O -0.0015 2.1282 0.1066
2 N 0.2588 1.3962 -0.9976
3 C 0.2585 0.0809 -0.9907
4 N -0.0446 -0.4357 0.1890
5 C -0.9111 -1.4874 0.7047
6 C 0.5055 -1.6812 0.9007
7 H -0.2515 2.8920 -0.4684
8 H 0.4759 -0.5558 -1.9171
9 H -1.3514 -2.0455 -0.0863
10 H -1.6461 -1.3641 1.5873
11 H 0.9992 -2.5626 0.1488
12 H 1.1697 -1.5869 1.8549

SMILES: O/N=C\N1CC1
LUMO energy, eV: 1.08
Total charge: 0
Frontier orbital gap, eV: 10.0

Density functional theory data (the ωB97M-V functional and the def2-TZVPD basis) for a cluster of 2 separate species, C7H8N2O2S2 in total.

Cartesian coordinates (Å):
1 C -2.1277 1.7138 0.2832
2 C -3.0418 0.6775 0.4560
3 C -0.8048 1.4499 -0.0191
4 C -2.6507 -0.6460 0.3808
5 C -0.3938 0.1240 -0.0982
6 C -1.3094 -0.9199 0.1416
7 C 0.9214 -0.3713 -0.3907
8 N -0.7084 -2.1456 0.2117
9 N 3.5695 -0.5426 -0.4245
10 O 2.4876 1.7668 -0.5345
11 O 2.3921 0.4574 1.5555
12 S 0.9941 -2.0578 0.0078
13 S 2.3795 0.5028 0.1216
14 H -2.4597 2.7350 0.3840
15 H -4.0751 0.9066 0.6679
16 H -0.0877 2.2396 -0.1759
17 H -3.3552 -1.4495 0.5283
18 H 1.2014 -0.3894 -2.3245
19 H -1.1969 -3.0064 0.0297
20 H 4.1501 -0.1346 -1.1386
21 H 4.1153 -0.9102 0.3380

LUMO energy (spin up / spin down), eV: -0.62 / -0.43
Total charge: 0
Frontier orbital gap (spin up / spin down), eV: 7.1 / 6.9

Density functional theory data (the ωB97M-V functional and the def2-TZVPD basis) for a cluster of 6 separate species, C2H15O5S in total.

Cartesian coordinates (Å):
1 C 1.8938 -2.1798 -1.1442
2 C 0.6374 -1.8638 -0.3523
3 S 0.6632 0.1164 -0.3441
4 H 2.8546 -1.7264 -0.8901
5 H 2.0242 -1.9206 -2.1640
6 H 2.0991 -3.1555 -0.9859
7 H 0.8094 -2.2726 0.7584
8 H -0.2206 -2.2941 -0.8593
9 H -1.9599 1.2792 -2.0483
10 H -1.5947 -0.0970 -2.7195
11 O -2.0787 0.8336 -2.8291
12 H -0.2630 3.4012 -1.1614
13 H -0.7732 2.9473 0.1860
14 O -1.1308 3.0705 -0.6292
15 H -1.4989 -0.4505 0.2152
16 H -3.0576 -0.0468 0.3108
17 O -2.3891 -0.5896 0.6231
18 H 0.6875 -1.5164 2.4924
19 H 1.3590 -0.3179 2.7442
20 O 1.1157 -1.2075 3.2116
21 H -0.1743 2.3820 2.3636
22 H 0.8610 2.5393 1.4775
23 O 0.1360 3.0692 1.7445

LUMO energy, eV: 3.31
Total charge: -1
Frontier orbital gap, eV: 7.0

Density functional theory data (the ωB97M-V functional and the def2-TZVPD basis) for a structure of composition C16H20GeNO4W.

Cartesian coordinates (Å):
1 W -0.5382 0.3468 0.3457
2 C -1.6386 0.0702 2.4220
3 C -1.7291 1.4425 2.0822
4 C -2.4945 1.5642 0.9004
5 C -2.8815 0.2579 0.4966
6 C -2.3545 -0.6578 1.4428
7 H -1.0857 -0.3472 3.2495
8 H -1.2528 2.2528 2.6088
9 H -2.7399 2.4865 0.4019
10 H -3.4762 0.0027 -0.3642
11 H -2.4483 -1.7305 1.3955
12 O 2.6307 2.5018 2.0015
13 C 1.8570 1.5581 1.4872
14 O 0.7482 1.8843 0.9011
15 C 2.2307 0.2115 1.5108
16 C 3.4048 -0.3906 2.0309
17 C 3.5529 -1.7564 1.8757
18 C 2.5982 -2.5289 1.2265
19 C 1.4446 -1.8784 0.7210
20 N 1.2720 -0.5336 0.8848
21 C 0.3699 -2.3943 -0.0175
22 O 0.1994 -3.6557 -0.3879
23 O -0.5349 -1.5686 -0.4275
24 H 2.2411 3.3705 1.8259
25 H 4.1439 0.2207 2.5243
26 H 4.4409 -2.2362 2.2655
27 H 2.7346 -3.5940 1.1075
28 H 0.9403 -4.2045 -0.0989
29 C 2.0612 2.2934 -1.9746
30 Ge 0.6976 1.0650 -2.6328
31 C -0.0823 1.6810 -4.3064
32 C 1.4121 -0.7408 -2.7859
33 C -0.8608 1.1044 -1.3355
34 H 2.7341 2.5473 -2.7939
35 H 2.6514 1.8369 -1.1795
36 H 1.6132 3.2115 -1.5958
37 H 0.6803 1.7125 -5.0837
38 H -0.4970 2.6814 -4.1830
39 H -0.8804 1.0117 -4.6267
40 H 2.0977 -0.7773 -3.6329
41 H 0.6185 -1.4691 -2.9462
42 H 1.9717 -1.0158 -1.8906
43 H -1.7200 1.5865 -1.7947

Multiplicity: 3
LUMO energy (spin up / spin down), eV: -3.58 / -4.62
⟨S²⟩: 2.020
Total charge: +1
Frontier orbital gap (spin up / spin down), eV: 5.6 / 7.8

Relative energy (zero: lowest compared OMol25 entry of this formula, charge and spin) list, top to bottom, in kJ/mol: 570.0; 207.5; 280.6; 0.0